Entry 1:
ORCA calculation (wB97M-V/def2-TZVPD) on one molecule with the formula C7H12O3 in a non-equilibrium geometry.

Last column: Mulliken charge in e.
Cartesian coordinates (Å):
1 C 0.4196 -0.5405 1.7067  -0.547
2 C -0.7459 0.0091 1.2623  -0.764
3 C 1.3161 -1.0845 0.6975  -0.903
4 C 1.8305 0.1488 -0.2481  0.327
5 C 0.6633 0.8378 -0.8812  -0.487
6 C -1.2807 -0.1733 -0.1648  0.735
7 C -2.4335 0.6587 -0.5996  -1.420
8 O 2.5275 -0.4224 -1.3021  -0.558
9 O 0.3688 2.1721 -0.5949  -0.561
10 O -1.2707 -1.4157 -0.7505  -0.544
11 H 0.7407 -0.2066 2.6406  0.403
12 H -1.4203 0.5907 1.8156  0.452
13 H 2.2486 -1.4083 1.1648  0.435
14 H 0.7071 -1.8370 0.2000  0.393
15 H 2.6024 0.8175 0.1484  0.313
16 H 0.5504 0.6395 -1.9186  0.501
17 H -2.3332 0.8242 -1.6915  0.308
18 H -2.4453 1.5246 0.0499  0.304
19 H -3.2621 0.0111 -0.4916  0.458
20 H 2.2286 -1.3660 -1.3932  0.342
21 H -0.0057 2.1957 0.3455  0.426
22 H -1.0064 -1.9757 0.0048  0.388

- HOMO-LUMO gap (alpha / beta): 7.90 / 7.90 eV
- LUMO energy (alpha / beta): 0.026 / 0.026 hartree
- Highest occupied orbital energy (alpha / beta): -7.2 / -7.2 eV
- Energy relative to the best compared isomer or geometry (same formula, charge and spin): 101.8 kcal per mole
- DFT total energy: -13591.6577 eV

=====

Entry 2:
ORCA calculation (wB97M-V/def2-TZVPD) on C7H12O3 as an isolated structure in a non-equilibrium geometry.

Last column: Mulliken charge in e.
Cartesian coordinates (Å):
1 C -1.8080 -0.4169 -1.9664  -0.766
2 C 0.8274 -0.0439 -1.3120  0.213
3 O -0.8921 -0.7162 -0.9152  -0.351
4 O 0.7521 0.7595 -2.2071  -0.567
5 H 1.3954 -0.9856 -1.3747  0.347
6 H -1.9210 0.6617 -2.0887  0.360
7 H -2.7628 -0.8978 -1.7534  0.270
8 H -1.3976 -0.7991 -2.9029  0.262
9 C -1.2929 -0.5323 1.5757  -1.317
10 C 1.8368 -0.6344 1.0888  -1.641
11 C -0.9608 0.3387 0.3926  0.903
12 C 1.1398 0.4490 0.2980  0.805
13 C 1.4599 1.7413 0.4715  -0.814
14 O -1.4077 1.4173 0.1529  -0.502
15 H -1.0148 -0.0052 2.4877  0.344
16 H -2.3719 -0.6891 1.5700  0.364
17 H -0.7916 -1.4918 1.5243  0.331
18 H 2.8965 -0.6768 0.8279  0.393
19 H 1.7661 -0.4453 2.1600  0.371
20 H 1.4097 -1.6147 0.8754  0.412
21 H 2.1362 2.0819 1.2460  0.285
22 H 1.0011 2.4996 -0.1507  0.298

- HOMO-LUMO gap (alpha / beta): 8.63 / 8.63 eV
- LUMO energy (alpha / beta): -0.017 / -0.017 hartree
- Highest occupied orbital energy (alpha / beta): -9.1 / -9.1 eV
- Energy relative to the best compared isomer or geometry (same formula, charge and spin): 91.3 kcal per mole
- DFT total energy: -13592.1153 eV

=====

Entry 3:
ORCA calculation (wB97M-V/def2-TZVPD) on one molecule with the formula C7H12O3S in a non-equilibrium geometry.

Last column: Mulliken charge in e.
Cartesian coordinates (Å):
1 C 1.4727 -0.8327 -1.1892  -0.888
2 C 1.3161 -0.5563 1.2755  -1.139
3 C 0.8724 2.2267 -0.3652  -0.387
4 C 0.1436 0.2503 -0.8229  1.306
5 C 0.2159 0.3909 0.7226  1.298
6 C -1.1424 -0.4099 -1.2877  -1.800
7 C -1.0312 -0.1196 1.5544  -2.244
8 O 3.3691 0.6232 -0.0852  -0.639
9 O 0.0332 1.5346 -1.2934  -0.515
10 O 0.3755 1.7678 0.8649  -0.500
11 S 2.6636 -0.6782 0.1187  0.163
12 H 1.1527 -1.7929 -1.1148  0.507
13 H 1.7404 -0.6910 -2.2710  0.443
14 H 1.4469 -0.1884 2.3220  0.503
15 H 0.7745 -1.4641 1.4107  0.542
16 H 1.9063 2.0744 -0.4177  0.441
17 H 0.5776 3.2156 -0.6019  0.329
18 H -2.0315 -0.1841 -0.7247  0.469
19 H -1.1891 -1.5659 -1.3612  0.289
20 H -1.3182 0.0066 -2.3564  0.339
21 H -1.7330 0.6238 1.5282  0.642
22 H -0.7647 -0.3613 2.6313  0.339
23 H -1.5630 -0.9304 1.1844  0.504

- HOMO-LUMO gap: 9.70 eV
- LUMO energy: 0.023 hartree
- Highest occupied orbital energy: -9.1 eV
- Energy relative to the best compared isomer or geometry (same formula, charge and spin): 63.2 kcal per mole
- DFT total energy: -24428.2177 eV